This record from OMol25 describes 7 unconnected molecules or ions with the total composition C15H42ClO16S6 at a distorted geometry. The level of theory is wB97M-V/def2-TZVPD.

```
! RIJCOSX wB97M-V def2-TZVPD def2/J DEFGRID3
* xyz -1 1
Cl 27.2391 25.5418 -12.3477
O 27.0942 26.7609 -13.1889
O 28.0992 24.6150 -12.9228
O 27.8216 25.8368 -11.0775
O 25.9041 25.0104 -12.2578
O 28.5909 21.6151 -5.2220
S 27.4006 20.7626 -5.3150
O 27.3533 19.3355 -5.0342
O 26.2465 21.4588 -4.3076
C 26.2031 22.9086 -4.1568
C 27.0971 23.3713 -2.9918
C 26.5178 21.0328 -6.9141
H 25.2064 23.1896 -3.8165
H 26.3717 23.4812 -5.0688
H 27.9661 22.7190 -3.0777
H 26.7156 23.0494 -2.0228
H 27.2557 24.4488 -3.0364
H 27.1431 20.8039 -7.7771
H 26.2108 22.0787 -6.9113
H 25.6249 20.4326 -6.7390
O 35.4574 25.7668 -7.0905
S 36.2378 26.2784 -8.2706
O 37.1933 27.3852 -8.1010
O 36.9361 24.9237 -9.0727
C 36.7526 23.6755 -8.4628
C 35.2491 23.2212 -8.8126
C 35.1425 26.6844 -9.6937
H 36.9575 23.6555 -7.3924
H 37.3959 22.9663 -8.9836
H 35.0746 22.1838 -8.5272
H 35.0754 23.3774 -9.8773
H 34.4237 23.7926 -8.3880
H 34.3200 25.9820 -9.8285
H 35.6722 26.6635 -10.6461
H 34.5991 27.6199 -9.5604
O 21.4788 32.6640 -18.4452
S 21.6786 31.2133 -18.4762
O 20.5463 30.3796 -18.8471
O 22.8336 31.0072 -19.5870
C 23.8411 31.9756 -19.7440
C 25.1432 31.1708 -20.0623
C 22.5456 30.5333 -17.0029
H 23.8089 32.6677 -18.9025
H 23.5632 32.6563 -20.5486
H 25.2620 30.4112 -19.2896
H 26.0565 31.7566 -19.9582
H 25.1328 30.7560 -21.0702
H 22.8333 29.5040 -17.2169
H 21.9931 30.5184 -16.0634
H 23.4001 31.1945 -16.8592
C 18.8208 23.4904 -16.0869
S 18.3768 23.6852 -17.9010
O 18.6624 22.3338 -18.5583
C 16.5767 23.8348 -17.5690
H 18.1130 22.7559 -15.7028
H 18.7650 24.4936 -15.6642
H 19.8110 23.1518 -15.7818
H 16.2136 22.9214 -17.0976
H 16.0941 24.0551 -18.5212
H 16.4577 24.6948 -16.9100
C 29.0841 34.6828 -13.0280
S 28.3248 35.6171 -14.4684
O 26.9458 36.1367 -14.1395
C 29.3725 37.1820 -14.5624
H 28.2655 34.0141 -12.7616
H 29.3142 35.3132 -12.1691
H 29.9276 34.0741 -13.3538
H 30.3220 36.9114 -15.0243
H 29.6939 37.6909 -13.6536
H 28.9089 37.9458 -15.1866
C 27.2992 21.1175 -21.5820
S 25.9413 22.4490 -21.4628
O 24.6489 21.5891 -21.5002
C 26.1978 22.8098 -19.6462
H 27.2005 20.2937 -22.2889
H 27.4037 20.6249 -20.6152
H 28.1860 21.7422 -21.6888
H 26.0365 21.9285 -19.0254
H 25.5478 23.6264 -19.3317
H 27.2259 23.1152 -19.4515
*
```

Output
Max |F|: 4.21 eV/Å
Frontier orbital gap: 7.65 eV
Highest occupied orbital energy: -5.85 eV